No. 1
This record from OMol25 describes a cluster of 4 separate species, CH10O3S2 in total. The level of theory is ωB97M-V with the def2-TZVPD basis set.

```
16
Properties=species:S:1:pos:R:3:forces:R:3
C 1.94992 -0.14980 1.35281 0.5769 0.6361 -0.5641
S 1.11126 -1.30458 0.26096 -0.0701 0.5160 -0.1446
S 0.55277 -0.38518 -1.40713 -0.3043 -0.3402 -0.4654
H 2.54964 -0.79945 1.98573 -0.0673 0.1829 0.3001
H 1.22887 0.48022 1.87315 -0.2639 -0.4609 0.2291
H 2.58381 0.57747 0.82924 0.0349 -0.4949 -0.1722
H 1.57565 0.39796 -1.83767 0.1493 0.0942 0.7216
H 0.05261 3.34384 -0.90485 0.1235 -0.0288 -0.0748
H 0.53379 3.41521 0.52176 0.1474 0.0191 0.0018
O 0.72803 2.98106 -0.31739 -0.2883 -0.1569 0.0679
H -3.41297 0.79478 -0.58112 0.5682 -0.3529 -0.3033
H -1.95790 0.31192 -0.43200 -0.1543 0.2087 0.3504
O -2.68100 0.35507 -1.05931 -0.4319 0.2063 0.0968
H -2.57491 -1.24396 1.39918 0.0073 -0.1407 0.0732
H -1.68585 -0.61640 2.50402 0.0922 -0.1681 0.0865
O -2.58700 -0.69141 2.18675 -0.1197 0.2801 -0.2029
```
Positions in Å, forces in eV/Å.

## Properties
- Charge: +1
- 2S+1: 2
- ΔE to the lowest compared entry with this formula, charge and spin: 18.49 kcal/mol
- Kohn-Sham gap (spin up / spin down): 10.1 / 6.4 eV
- HOMO level (spin up / spin down): -14.76 / -14.75 eV

***

No. 2
This record from OMol25 describes a cluster of 5 separate species, CH10O6 in total. The level of theory is ωB97M-V with the def2-TZVPD basis set.

```
17
Properties=species:S:1:pos:R:3:forces:R:3
O 0.50420 -0.84474 2.47405 -1.7418 -0.9107 -0.0874
C -0.30992 -1.44398 1.77960 2.9116 1.2587 -0.8165
O -1.20429 -0.83904 1.02608 -0.7050 -0.1800 -1.8131
H -0.07153 -2.46362 1.53992 -0.6241 -1.1217 0.1133
H -1.34438 -1.24545 0.08173 -0.0109 0.3058 2.1979
O 0.09526 0.05764 -3.08890 1.4506 -0.5669 -0.2283
H -0.24678 0.84661 -3.50011 -0.0279 0.5319 -0.1139
H 1.04062 -0.02071 -3.37946 -1.4155 0.1441 0.4252
O 1.39547 2.47110 -1.16478 0.4971 0.0057 1.6379
H 1.40283 2.82356 -0.22606 -0.1751 -0.6327 -1.4386
H 1.88643 1.63400 -1.05842 -0.3983 0.5551 -0.0967
O 1.04073 1.77192 2.11997 1.2475 -1.5233 -1.3082
H 1.08380 0.73860 2.06929 -0.9788 2.8552 0.9845
H 0.44145 2.13116 2.77046 -0.2610 -0.7629 0.2617
O -1.68685 -1.78090 -1.91396 0.6778 3.4901 -1.2102
H -1.01701 -0.95614 -2.10485 -1.9350 -2.7991 0.2047
H -2.47207 -1.51195 -2.48973 1.4889 -0.6493 1.2877
```
Positions in Å, forces in eV/Å.

## Properties
- SMILES string: O=CO.O.O.O.O
- Charge: 0
- 2S+1: 1
- ΔE to the lowest compared entry with this formula, charge and spin: 39.11 kcal/mol
- Kohn-Sham gap: 10.7 eV
- HOMO level: -10.47 eV

***

no.,energy (Ha)
1,-1065.8539
2,-495.5135